(1)
# C19H46AsF6O16

A molecular structure, C19H46AsF6O16 (wB97M-V/def2-TZVPD, the OMol25 dataset).

Atoms and positions in Å:
As (0.76, 16.02, -3.77)
F (1.90, 15.45, -5.06)
F (1.97, 16.05, -2.51)
F (-0.32, 16.74, -2.57)
F (-0.51, 16.32, -4.96)
F (0.08, 14.42, -3.37)
F (1.46, 17.59, -4.07)
C (-3.64, 20.27, -6.46)
O (-3.16, 19.60, -7.57)
H (-2.83, 20.78, -5.93)
H (-4.33, 21.09, -6.66)
H (-4.04, 19.52, -5.77)
H (-3.17, 18.68, -7.29)
C (3.82, 21.17, 0.44)
O (5.17, 20.95, 0.94)
H (3.55, 22.19, 0.72)
H (3.93, 21.07, -0.64)
H (3.06, 20.54, 0.89)
H (5.75, 21.01, 0.18)
C (-7.50, 15.58, -3.32)
O (-6.40, 16.25, -2.82)
H (-7.32, 15.36, -4.37)
H (-7.74, 14.65, -2.81)
H (-8.40, 16.18, -3.19)
H (-5.64, 15.66, -2.84)
C (4.81, 12.51, -9.83)
O (5.38, 13.32, -8.72)
H (3.88, 11.96, -9.66)
H (4.30, 13.22, -10.49)
H (5.49, 11.86, -10.37)
H (4.75, 13.93, -8.32)
C (0.34, 17.43, -10.51)
O (0.04, 18.75, -11.01)
H (0.20, 17.36, -9.43)
H (-0.31, 16.74, -11.04)
H (1.39, 17.28, -10.76)
H (-0.65, 19.14, -10.47)
C (5.96, 18.97, -6.30)
O (5.14, 19.02, -7.38)
H (5.81, 18.15, -5.59)
H (7.01, 18.94, -6.60)
H (5.84, 19.83, -5.64)
H (4.37, 18.55, -7.05)
C (-4.07, 19.01, 1.88)
O (-5.06, 19.42, 0.93)
H (-3.07, 19.26, 1.53)
H (-4.37, 19.52, 2.79)
H (-4.20, 17.93, 1.97)
H (-4.88, 19.19, 0.01)
C (2.11, 8.86, -1.29)
C (1.72, 8.71, -2.80)
C (2.94, 8.63, -3.78)
O (2.48, 7.58, -4.66)
C (1.32, 6.99, -4.17)
O (0.59, 6.20, -4.85)
O (1.00, 7.58, -2.98)
H (2.66, 8.03, -0.86)
H (1.23, 8.87, -0.65)
H (2.80, 9.71, -1.27)
H (1.03, 9.43, -3.22)
H (3.91, 8.25, -3.45)
H (3.04, 9.63, -4.21)
C (7.51, 13.66, -0.71)
C (8.74, 14.55, -0.97)
C (9.24, 14.55, -2.42)
O (9.42, 15.90, -2.66)
C (8.91, 16.66, -1.73)
O (8.89, 17.91, -1.72)
O (8.36, 15.87, -0.83)
H (6.60, 14.07, -1.14)
H (7.22, 13.58, 0.34)
H (7.68, 12.65, -1.10)
H (9.53, 14.48, -0.22)
H (8.56, 14.40, -3.26)
H (10.21, 14.07, -2.55)
C (2.05, 23.91, -6.42)
C (2.38, 23.75, -4.96)
C (3.43, 24.67, -4.26)
O (2.96, 25.18, -3.09)
C (1.69, 25.02, -3.08)
O (0.90, 25.49, -2.28)
O (1.27, 24.20, -4.21)
H (1.06, 23.52, -6.65)
H (2.82, 23.34, -6.94)
H (2.06, 24.94, -6.78)
H (2.35, 22.71, -4.66)
H (3.68, 25.46, -4.96)
H (4.31, 24.07, -4.01)

Its spin multiplicity is 1. Its LUMO energy is 1.760 eV. The value obtained for the gap between HOMO and LUMO is 10.149 eV. The charge is -1.

Let us look at the Mulliken charges, expressed in e, one per atom: 2.01 -0.54 -0.48 -0.50 -0.49 -0.50 -0.50 -0.48 -0.48 0.21 0.22 0.20 0.33 -0.40 -0.52 0.20 0.19 0.22 0.31 -0.53 -0.47 0.24 0.24 0.21 0.30 -0.57 -0.50 0.28 0.24 0.25 0.29 -0.41 -0.52 0.23 0.22 0.17 0.31 -0.56 -0.48 0.26 0.24 0.20 0.33 -0.41 -0.52 0.24 0.18 0.22 0.30 -1.33 0.34 -0.40 -0.33 0.63 -0.57 -0.33 0.35 0.35 0.36 0.31 0.29 0.31 -1.31 0.41 -0.38 -0.34 0.71 -0.63 -0.32 0.35 0.35 0.34 0.27 0.29 0.26 -1.42 0.48 -0.46 -0.27 0.65 -0.57 -0.37 0.34 0.37 0.35 0.30 0.30 0.29

=====

(2)
# C64H132F9N5O7S

8 unconnected molecules or ions with the total composition C64H132F9N5O7S (wB97M-V/def2-TZVPD, the OMol25 dataset).

Atoms and positions in Å:
C (4.28, -4.92, -1.34)
C (3.13, -5.28, -0.36)
C (3.47, -4.73, 1.05)
C (2.53, -5.30, 2.08)
N (2.59, -4.45, 3.32)
C (1.59, -4.88, 4.28)
C (1.06, -3.69, 5.06)
C (1.62, -2.47, 4.31)
C (2.09, -3.04, 2.95)
C (3.99, -4.34, 3.92)
C (4.75, -5.58, 4.24)
C (6.18, -5.14, 4.54)
H (5.21, -5.31, -1.02)
H (4.36, -3.84, -1.36)
H (4.03, -5.20, -2.34)
H (2.90, -6.34, -0.38)
H (2.15, -4.83, -0.60)
H (3.36, -3.63, 0.93)
H (4.54, -4.95, 1.30)
H (2.91, -6.28, 2.25)
H (1.50, -5.46, 1.80)
H (1.95, -5.55, 5.08)
H (0.78, -5.30, 3.64)
H (1.40, -3.76, 6.10)
H (0.00, -3.77, 5.00)
H (2.40, -2.09, 4.94)
H (0.82, -1.73, 4.16)
H (2.94, -2.58, 2.39)
H (1.16, -3.15, 2.38)
H (3.88, -3.68, 4.80)
H (4.49, -3.79, 3.16)
H (4.76, -6.18, 3.36)
H (4.47, -6.15, 5.11)
H (6.13, -4.28, 5.22)
H (6.73, -4.96, 3.64)
H (6.72, -5.91, 5.09)
C (-6.86, 1.63, 6.72)
C (-6.41, 0.47, 7.59)
C (-5.80, -0.75, 6.84)
C (-4.37, -0.47, 6.64)
N (-3.70, -1.38, 5.66)
C (-3.37, -2.79, 6.26)
C (-2.23, -2.46, 7.20)
C (-1.62, -1.15, 6.78)
C (-2.30, -0.85, 5.50)
C (-4.50, -1.66, 4.38)
C (-4.85, -0.41, 3.64)
C (-5.49, -0.69, 2.30)
H (-7.58, 1.33, 5.98)
H (-5.96, 2.14, 6.21)
H (-7.30, 2.47, 7.27)
H (-7.20, 0.03, 8.12)
H (-5.66, 0.77, 8.32)
H (-6.25, -0.90, 5.83)
H (-6.02, -1.70, 7.32)
H (-3.89, -0.55, 7.64)
H (-4.17, 0.54, 6.26)
H (-3.11, -3.54, 5.48)
H (-4.32, -3.09, 6.71)
H (-1.46, -3.25, 7.21)
H (-2.54, -2.35, 8.22)
H (-0.52, -1.08, 6.81)
H (-1.87, -0.43, 7.59)
H (-1.88, -1.41, 4.71)
H (-2.21, 0.23, 5.31)
H (-5.42, -2.24, 4.75)
H (-3.99, -2.41, 3.78)
H (-4.03, 0.28, 3.44)
H (-5.56, 0.10, 4.30)
H (-5.93, 0.18, 1.89)
H (-6.25, -1.49, 2.41)
H (-4.81, -1.10, 1.55)
C (6.71, -2.70, -7.83)
C (6.60, -1.90, -6.56)
C (7.22, -0.52, -6.72)
C (6.41, 0.37, -7.63)
N (6.86, 1.83, -7.63)
C (8.43, 1.94, -7.87)
C (9.02, 2.87, -6.84)
C (8.02, 2.80, -5.61)
C (6.68, 2.65, -6.34)
C (6.12, 2.47, -8.71)
C (4.63, 2.70, -8.37)
C (3.97, 3.35, -9.62)
H (5.84, -3.44, -7.88)
H (7.50, -3.38, -7.87)
H (6.71, -2.19, -8.77)
H (7.17, -2.44, -5.83)
H (5.57, -1.74, -6.07)
H (8.34, -0.61, -6.91)
H (7.16, -0.14, -5.71)
H (5.36, 0.39, -7.25)
H (6.39, 0.05, -8.71)
H (8.54, 2.37, -8.85)
H (8.80, 0.95, -7.71)
H (9.11, 3.88, -7.19)
H (10.02, 2.43, -6.65)
H (8.08, 3.68, -4.98)
H (8.24, 1.95, -5.03)
H (6.48, 3.69, -6.71)
H (5.90, 2.20, -5.77)
H (6.31, 1.97, -9.64)
H (6.56, 3.51, -8.92)
H (4.58, 3.33, -7.46)
H (4.16, 1.76, -8.17)
H (3.92, 2.61, -10.41)
H (4.57, 4.24, -9.84)
H (2.96, 3.69, -9.37)
C (2.42, -3.16, -4.95)
C (2.06, -2.88, -3.50)
C (1.22, -1.62, -3.36)
C (0.90, -1.50, -1.85)
N (-0.21, -0.53, -1.57)
C (0.22, 0.82, -1.91)
C (1.19, 1.18, -0.76)
C (0.42, 0.57, 0.47)
C (-0.50, -0.54, -0.07)
C (-1.46, -0.80, -2.36)
C (-1.94, -2.27, -2.05)
C (-3.29, -2.59, -2.69)
H (3.30, -2.66, -5.29)
H (1.63, -2.84, -5.67)
H (2.75, -4.21, -5.12)
H (3.05, -2.73, -2.95)
H (1.45, -3.68, -3.12)
H (0.30, -1.93, -3.95)
H (1.76, -0.75, -3.65)
H (1.67, -1.09, -1.23)
H (0.65, -2.47, -1.39)
H (-0.64, 1.51, -1.81)
H (0.65, 0.77, -2.94)
H (1.13, 2.26, -0.66)
H (2.25, 0.88, -0.84)
H (-0.17, 1.30, 0.96)
H (1.12, 0.21, 1.28)
H (-1.58, -0.29, 0.19)
H (-0.26, -1.53, 0.34)
H (-1.25, -0.54, -3.36)
H (-2.23, -0.17, -2.01)
H (-1.96, -2.40, -0.92)
H (-1.22, -2.95, -2.54)
H (-3.58, -3.63, -2.55)
H (-3.39, -2.42, -3.78)
H (-4.12, -1.99, -2.30)
C (-7.10, 5.14, 4.10)
C (-5.70, 4.68, 3.73)
C (-5.32, 5.09, 2.26)
C (-5.48, 6.56, 2.07)
N (-4.65, 7.15, 0.90)
C (-3.24, 6.73, 1.00)
C (-2.44, 7.96, 0.62)
C (-3.25, 9.05, 1.30)
C (-4.67, 8.69, 0.90)
C (-5.32, 6.73, -0.42)
C (-6.73, 7.17, -0.67)
C (-7.13, 6.44, -1.91)
H (-7.33, 4.90, 5.13)
H (-7.85, 4.57, 3.55)
H (-7.19, 6.23, 4.09)
H (-5.57, 3.63, 3.92)
H (-5.02, 5.13, 4.48)
H (-6.12, 4.70, 1.59)
H (-4.34, 4.69, 1.95)
H (-5.04, 7.09, 2.94)
H (-6.49, 6.97, 1.95)
H (-3.11, 6.00, 0.20)
H (-3.03, 6.27, 1.88)
H (-2.29, 8.13, -0.44)
H (-1.47, 8.02, 1.12)
H (-2.91, 10.06, 1.07)
H (-3.17, 8.87, 2.37)
H (-4.87, 8.98, -0.06)
H (-5.43, 9.07, 1.60)
H (-5.20, 5.65, -0.29)
H (-4.59, 7.15, -1.11)
H (-6.86, 8.28, -0.76)
H (-7.39, 6.86, 0.09)
H (-6.61, 6.88, -2.76)
H (-8.21, 6.66, -2.10)
H (-7.02, 5.38, -1.91)
C (-1.81, -3.83, 2.61)
O (-2.19, -4.87, 3.57)
O (-0.91, -3.07, 3.11)
C (-1.30, -4.58, 1.31)
F (-0.61, -5.69, 1.64)
F (-2.20, -4.97, 0.41)
F (-0.49, -3.70, 0.69)
C (-3.36, -5.56, 3.22)
C (-3.79, -6.47, 4.36)
H (-3.92, -5.89, 5.29)
H (-4.79, -6.83, 4.05)
H (-3.10, -7.31, 4.52)
H (-3.17, -6.00, 2.25)
H (-4.26, -4.95, 3.08)
H (-2.74, -3.28, 2.33)
C (4.33, 0.83, -4.07)
O (3.89, 0.22, -2.71)
O (4.56, -0.05, -4.96)
C (3.09, 1.75, -4.39)
F (3.53, 2.42, -5.52)
F (1.99, 1.03, -4.75)
F (2.69, 2.68, -3.52)
C (5.06, -0.25, -1.94)
C (4.67, -0.43, -0.46)
H (4.43, 0.61, -0.06)
H (3.82, -1.03, -0.22)
H (5.63, -0.79, 0.01)
H (5.84, 0.46, -1.96)
H (5.35, -1.16, -2.47)
H (5.14, 1.45, -3.78)
C (-5.22, 2.22, -0.47)
F (-6.15, 3.13, -0.03)
F (-5.76, 1.03, -0.24)
F (-5.07, 2.44, -1.78)
S (-3.66, 2.33, 0.52)
O (-2.84, 1.35, -0.15)
O (-3.30, 3.74, 0.33)
O (-4.01, 2.02, 1.85)

Its spin multiplicity is 1. Its LUMO energy is -2.698 eV. The value obtained for the gap between HOMO and LUMO is 8.057 eV. The charge is +2.

These are the Mulliken partial charges, in e, on atoms 1 to 99: -1.34 -0.13 0.33 -1.04 1.04 -1.24 0.75 -1.20 0.06 -1.35 -0.13 -1.42 0.50 0.06 0.43 0.50 -0.01 -0.18 0.26 0.61 0.12 0.30 0.39 0.77 -0.76 0.57 0.21 0.50 -0.42 0.62 0.51 0.21 0.39 0.35 0.34 0.43 -0.91 -1.12 -0.11 -1.05 1.13 -0.11 -1.06 -0.74 -0.72 -0.25 1.09 -1.62 0.34 0.08 0.49 0.44 0.37 0.18 0.46 0.51 0.22 -0.25 0.74 0.47 0.37 0.43 0.41 0.24 0.41 0.52 -0.71 0.20 -0.44 0.39 0.44 0.21 -1.32 0.02 -0.39 -0.22 0.62 -0.45 -0.71 -0.75 -0.20 -1.27 0.06 -1.48 0.29 0.39 0.31 0.58 -0.35 0.40 0.03 -0.06 0.38 0.29 0.38 0.35 0.37 0.50 0.33

=====

For reference, energy by record: -130351.9786 -125567.9083 eV.
For reference, maximum force by record: 6.00 4.73 eV Å⁻¹.
For reference, energy relative to the best compared isomer or geometry (same formula, charge and spin) by record: 143.92 0.00 kcal/mol.